A molecular structure, C30H46CsN3S5Si2 in a non-equilibrium geometry. Source: OMol25; level of theory: wB97M-V/def2-TZVPD.

Element x y z (Å)
Cs1 0.1735 -0.3070 0.8318
C1 -0.2387 4.5835 0.1673
C2 -0.1573 4.1165 -1.2809
S1 1.1538 2.8942 -1.4896
C3 1.1258 2.7105 -3.2871
C4 -0.2387 2.4853 -3.9383
S2 -1.1710 1.0906 -3.2552
C5 -2.8074 1.8414 -3.0402
C6 -3.5735 1.1687 -1.9056
S3 -2.7805 1.2877 -0.2909
C7 -3.2063 2.9714 0.2036
C8 -2.4343 3.3676 1.4596
S4 -0.6284 3.3001 1.3791
H1 -0.9814 5.3788 0.2623
H2 0.7194 5.0046 0.4753
H3 0.0469 4.9776 -1.9237
H4 -1.1050 3.6711 -1.5808
H5 1.7889 1.8691 -3.4947
H6 1.5763 3.5920 -3.7497
H7 -0.0804 2.3345 -5.0071
H8 -0.8513 3.3814 -3.8366
H9 -3.3874 1.7562 -3.9609
H10 -2.6830 2.9049 -2.8272
H11 -3.6851 0.1014 -2.1045
H12 -4.5833 1.5798 -1.8445
H13 -4.2756 3.0324 0.4175
H14 -2.9885 3.6692 -0.6075
H15 -2.6894 2.6985 2.2853
H16 -2.7330 4.3739 1.7605
C9 0.4042 -3.8764 1.9152
Si1 -0.9424 -2.9526 2.8601
C10 -1.5402 -4.1438 4.1969
C11 -2.4230 -2.8602 1.6746
C12 -0.3907 -1.3619 3.5746
C13 1.0326 -1.1868 3.7650
C14 1.6201 -0.7985 5.0042
C15 2.9737 -0.6412 5.1349
C16 3.8096 -0.8720 4.0368
C17 3.1962 -1.2433 2.8628
N1 1.8754 -1.3809 2.7061
Si2 -1.5274 -0.3681 4.6046
C18 -3.2058 -0.1563 3.7544
C19 -0.8837 1.3927 4.8387
C20 -1.9538 -1.0144 6.3285
H17 0.0530 -4.8797 1.6551
H18 1.2938 -3.9732 2.5391
H19 0.7171 -3.3857 0.9909
H20 -1.7417 -5.1419 3.7984
H21 -2.4601 -3.7811 4.6625
H22 -0.7895 -4.2331 4.9854
H23 -2.7297 -3.8830 1.4362
H24 -2.2356 -2.3513 0.7234
H25 -3.2701 -2.3602 2.1438
H26 0.9803 -0.6792 5.8688
H27 3.3935 -0.3657 6.0956
H28 4.8841 -0.7752 4.1000
H29 3.7966 -1.4415 1.9771
H30 -3.1096 0.0568 2.6859
H31 -3.7532 0.6686 4.2206
H32 -3.8314 -1.0463 3.8528
H33 -0.6771 1.8704 3.8764
H34 0.0391 1.4444 5.4169
H35 -1.6337 1.9972 5.3572
H36 -2.4066 -2.0062 6.2741
H37 -2.6644 -0.3466 6.8249
H38 -1.0730 -1.0953 6.9695
S5 3.0130 -6.2981 -2.5315
C21 2.2117 -4.7414 -2.2165
C22 2.9713 -3.5908 -2.0667
C23 2.3182 -2.4026 -1.7719
N2 0.9994 -2.3019 -1.6371
C24 0.2804 -3.4134 -1.7941
C25 0.8340 -4.6503 -2.0724
C26 2.1637 -6.7650 -4.0246
C27 2.4118 -6.1135 -5.2251
C28 1.7239 -6.5262 -6.3545
N3 0.8437 -7.5255 -6.3616
C29 0.6262 -8.1504 -5.2097
C30 1.2531 -7.8104 -4.0179
H39 4.0474 -3.6188 -2.1687
H40 2.8878 -1.4887 -1.6385
H41 -0.7923 -3.3161 -1.6673
H42 0.2039 -5.5245 -2.1654
H43 3.1241 -5.3012 -5.2781
H44 1.8951 -6.0309 -7.3035
H45 -0.0909 -8.9633 -5.2306
H46 1.0378 -8.3510 -3.1063

Cartesian forces, eV/Å:
Cs -0.230 0.618 -1.046
C 0.006 0.027 -0.064
C -0.066 0.055 0.022
S 0.028 -0.071 0.028
C 0.003 -0.013 -0.075
C 0.038 0.089 -0.023
S 0.017 -0.070 -0.006
C -0.073 0.030 0.014
C -0.038 0.021 -0.061
S -0.111 -0.073 0.099
C 0.038 0.088 0.002
C -0.064 0.022 -0.014
S 0.017 -0.015 0.142
H -0.007 -0.008 -0.009
H 0.002 -0.019 0.007
H 0.010 -0.009 -0.004
H 0.011 -0.025 -0.008
H -0.010 -0.016 0.033
H 0.008 -0.002 0.012
H -0.007 -0.010 0.004
H -0.012 -0.016 0.014
H 0.012 0.002 -0.002
H 0.020 -0.006 0.001
H 0.037 -0.008 0.029
H 0.009 0.003 -0.004
H 0.001 -0.011 -0.003
H -0.002 -0.014 -0.008
H 0.015 -0.014 -0.009
H 0.006 -0.008 -0.005
C 0.046 -0.037 0.017
Si -0.093 -0.085 0.079
C 0.001 -0.028 0.015
C 0.022 0.046 -0.022
C 0.237 -0.192 0.294
C 0.063 -0.032 0.005
C -0.113 0.039 0.019
C 0.046 0.001 0.017
C 0.015 0.027 0.003
C -0.088 -0.008 0.060
N 0.329 -0.293 0.421
Si -0.030 -0.048 -0.026
C -0.030 -0.012 -0.001
C 0.002 0.050 -0.006
C 0.006 0.058 0.050
H -0.048 0.002 0.018
H 0.026 -0.046 -0.027
H 0.013 0.011 0.037
H -0.008 -0.009 -0.010
H -0.012 0.014 0.007
H 0.004 -0.015 0.006
H -0.016 0.004 -0.027
H 0.050 0.028 -0.010
H -0.050 -0.017 -0.024
H -0.005 0.010 0.001
H 0.006 0.001 -0.004
H 0.004 0.002 0.005
H -0.002 -0.006 -0.008
H -0.002 0.024 -0.008
H 0.002 0.009 0.007
H 0.001 -0.023 -0.001
H -0.010 0.007 -0.013
H 0.003 -0.012 0.017
H -0.004 0.009 -0.002
H -0.009 -0.016 -0.010
H -0.004 -0.010 0.015
H 0.015 -0.001 0.000
S 0.073 0.016 0.025
C 0.008 0.003 -0.046
C 0.017 0.001 0.078
C -0.010 -0.057 0.027
N -0.034 0.062 0.001
C 0.016 -0.013 0.013
C -0.020 0.003 -0.041
C -0.099 -0.041 -0.013
C -0.006 0.037 0.028
C 0.009 0.010 -0.010
N 0.001 0.001 -0.003
C -0.008 -0.007 0.005
C 0.044 -0.029 0.017
H 0.002 0.000 -0.018
H 0.007 0.002 0.000
H -0.006 0.009 -0.004
H 0.000 0.000 -0.008
H 0.000 0.003 0.002
H -0.009 -0.004 -0.009
H -0.001 -0.004 -0.012
H -0.008 0.009 0.007

Computed properties:
E: -106808.0833 eV
LUMO energy: -0.0024 Ha
HOMO-LUMO gap: 5.81 eV
Molar mass: 798.13 Da
Highest occupied orbital energy: -5.878 eV

Löwdin atomic charge list, values in e, 8 entries: 0.97 -0.54 -0.55 0.83 -0.55 -0.54 0.85 -0.54

=====

A molecular structure, C30H46IrNO6PS2 in a non-equilibrium geometry. Source: OMol25; level of theory: wB97M-V/def2-TZVPD.

Element x y z (Å)
Ir1 -0.3553 0.0741 -0.2663
C1 -3.9248 -1.6324 -0.4454
C2 -2.7634 -1.6602 -1.4034
C3 -1.5722 -2.3313 -1.0588
C4 -1.6013 -3.2926 0.1038
C5 -0.4653 -2.2708 -1.9382
C6 0.7296 -3.1676 -1.7628
C7 -0.5387 -1.4833 -3.1029
C8 0.6594 -1.4226 -4.0074
C9 -1.7342 -0.8444 -3.4437
C10 -1.8118 0.0349 -4.6610
C11 -2.8661 -1.0134 -2.6354
C12 -4.1990 -0.5080 -3.1044
H1 -4.6054 -2.4712 -0.6046
H2 -4.4869 -0.7109 -0.5678
H3 -3.5775 -1.6616 0.5837
H4 -1.1096 -2.8968 0.9935
H5 -1.1161 -4.2285 -0.1613
H6 -2.6265 -3.5271 0.3701
H7 0.7472 -3.8900 -2.5781
H8 0.7095 -3.7142 -0.8293
H9 1.6573 -2.6035 -1.7970
H10 1.4276 -0.7870 -3.5697
H11 0.4133 -1.0329 -4.9877
H12 1.0867 -2.4124 -4.1399
H13 -2.0438 -0.5406 -5.5586
H14 -0.8690 0.5482 -4.8194
H15 -2.5739 0.7962 -4.5344
H16 -4.3412 0.5294 -2.8063
H17 -5.0038 -1.1000 -2.6803
H18 -4.2687 -0.5740 -4.1862
O1 -2.1533 1.0847 -0.9582
C13 -2.5688 2.2101 -0.5882
C14 -2.4736 2.7783 0.7119
C15 -3.0144 4.0469 0.9419
C16 -2.8943 4.6508 2.1820
C17 -2.2473 3.9779 3.2316
C18 -1.6884 2.7470 3.0268
C19 -1.7507 2.0924 1.7625
O2 -1.1736 0.9686 1.6087
N1 -3.4152 5.9618 2.3828
O3 -3.2886 6.4722 3.4840
O4 -3.9573 6.5137 1.4378
H19 -3.0280 2.8522 -1.3539
H20 -3.5185 4.5713 0.1415
H21 -2.1867 4.4613 4.1955
H22 -1.1775 2.2325 3.8270
C20 0.4148 2.7702 -3.0035
C21 1.2932 2.5233 -1.7584
C22 2.7567 2.8239 -2.1299
C23 0.8416 3.4761 -0.6423
C24 1.1812 1.1039 -1.3300
H23 0.5443 3.7944 -3.3445
H24 -0.6303 2.5986 -2.7637
H25 0.7061 2.0977 -3.8054
H26 2.8522 3.8466 -2.4896
H27 3.1052 2.1484 -2.9089
H28 3.3960 2.7007 -1.2597
H29 1.0546 4.5073 -0.9091
H30 1.3581 3.2461 0.2860
H31 -0.2262 3.3727 -0.4748
H32 1.8915 0.4379 -1.8161
C25 3.7295 -4.2393 3.1429
C26 2.5184 -4.0448 2.2441
C27 1.8447 -5.3614 1.8798
O5 1.5292 -3.2523 2.9237
P1 1.3587 -1.6921 2.7155
S1 -0.2587 -1.2066 3.7545
S2 1.4685 -1.3111 0.7065
O6 2.7378 -1.1467 3.3217
C28 3.2909 0.1349 3.0082
C29 2.5358 1.2293 3.7462
C30 4.7576 0.0790 3.4138
H33 4.4827 -4.8247 2.6205
H34 3.4315 -4.7482 4.0563
H35 4.1552 -3.2749 3.4022
H36 2.8185 -3.5127 1.3320
H37 1.5398 -5.8912 2.7802
H38 2.5310 -5.9910 1.3184
H39 0.9512 -5.1778 1.2854
H40 3.2043 0.2796 1.9214
H41 2.5718 1.0322 4.8159
H42 1.4950 1.2439 3.4248
H43 2.9850 2.2009 3.5523
H44 4.8358 -0.1084 4.4821
H45 5.2390 1.0263 3.1886
H46 5.2681 -0.7181 2.8782

Cartesian forces, eV/Å:
Ir 3.102 1.665 -0.415
C 0.075 0.030 -0.054
C 0.224 -0.027 -0.182
C -0.163 -0.012 -0.251
C 0.085 0.094 0.074
C -0.221 0.082 0.049
C -0.116 0.044 0.024
C -0.306 -0.004 0.112
C -0.163 0.005 0.050
C -0.024 -0.265 0.282
C 0.011 -0.061 0.086
C 0.242 -0.222 -0.082
C 0.146 -0.007 0.091
H -0.072 -0.026 0.044
H -0.101 0.044 0.013
H -0.020 -0.031 0.078
H 0.073 -0.018 0.090
H 0.037 -0.058 0.015
H -0.013 -0.067 0.059
H 0.046 -0.133 -0.110
H 0.056 0.045 0.094
H 0.148 -0.004 -0.007
H 0.239 0.057 -0.027
H 0.024 0.023 -0.092
H 0.114 -0.044 -0.054
H -0.023 0.045 -0.116
H 0.059 0.064 -0.102
H -0.104 0.088 -0.064
H -0.163 0.209 -0.018
H -0.111 0.019 0.000
H -0.086 0.066 -0.070
O 0.589 0.906 -0.365
C 0.318 -0.276 0.356
C 0.451 -0.492 -0.009
C -0.054 0.628 0.534
C 0.131 -1.169 -1.088
C 0.310 -0.396 0.092
C -0.190 0.305 0.366
C 0.038 -0.399 -0.388
O 0.170 0.185 -0.298
N -0.414 0.905 0.082
O 0.026 -0.129 -0.076
O 0.001 -0.001 0.027
H -0.311 -0.198 -0.014
H -0.036 0.051 0.002
H 0.027 0.006 0.026
H 0.045 -0.090 0.021
C 0.010 -0.561 0.215
C 0.293 0.640 0.319
C -0.164 -0.147 0.108
C 0.008 -0.300 -0.064
C -3.813 -2.156 1.232
H 0.072 0.114 0.055
H -0.167 -0.047 -0.058
H -0.029 -0.064 -0.213
H 0.008 0.076 0.000
H 0.049 -0.043 -0.101
H 0.156 0.019 0.087
H 0.019 0.142 -0.100
H 0.029 0.006 0.152
H -0.070 0.034 0.110
H 0.402 -0.086 0.341
C -0.240 0.189 -0.174
C 0.222 -0.298 -0.167
C 0.057 0.318 0.025
O 0.239 -0.255 -0.228
P -2.002 0.625 1.667
S 1.073 -0.136 -0.908
S -0.604 0.791 -1.029
O 0.048 -0.345 -0.245
C 0.335 0.519 -0.008
C -0.029 -0.215 -0.179
C -0.363 -0.093 -0.141
H 0.068 -0.121 0.006
H 0.026 -0.094 0.088
H 0.067 0.069 0.073
H -0.029 -0.139 0.053
H 0.017 -0.011 0.104
H 0.046 -0.071 -0.073
H -0.012 0.011 -0.090
H 0.046 0.009 0.215
H -0.068 0.014 0.097
H -0.068 0.053 0.063
H 0.075 0.085 -0.060
H 0.031 -0.023 0.113
H 0.085 0.106 -0.038
H 0.085 -0.047 -0.034

Computed properties:
E: -79427.2985 eV
LUMO energy (alpha / beta): -0.0453 / -0.0600 Ha
HOMO-LUMO gap (alpha / beta): 6.45 / 6.16 eV
2S+1: 2
Molar mass: 804.02 Da
Highest occupied orbital energy (alpha / beta): -7.679 / -7.792 eV

Löwdin atomic charge list, values in e, 8 entries: 1.07 -0.04 -0.22 -0.23 -0.04 -0.25 -0.09 -0.21

=====

Results for ΔE to the lowest compared entry with this formula, charge and spin: 2.4 62.8 (in kcal/mol, following the order of the records).